Formula: C33H32BCrF3O5
Source: the OMol25 dataset
Level of theory: ωB97M-V with the def2-TZVPD basis set

ORCA input file:
```
! RIJCOSX wB97M-V def2-TZVPD def2/J DEFGRID3
* xyz 3 4
C -1.175 -3.177 2.324
C -1.375 -1.675 2.161
C -1.816 -1.135 3.532
C -0.178 -0.847 1.498
C 0.830 -0.259 2.459
C 0.532 -1.696 0.468
O -0.895 0.217 0.810
B -2.242 -0.109 1.066
C -3.316 0.883 1.398
C -2.983 2.247 1.574
C -3.716 2.997 2.481
C -4.814 2.406 3.115
C -5.449 3.169 4.247
F -6.647 2.628 4.612
F -4.622 3.158 5.352
F -5.650 4.479 3.886
C -5.282 1.133 2.775
C -4.538 0.375 1.877
C -2.168 -0.474 -2.051
C -2.449 0.984 -2.115
O -2.419 -1.480 1.173
H -0.327 -3.371 3.022
H -2.093 -3.604 2.787
H -0.979 -3.692 1.363
H -1.113 -1.445 4.323
H -1.902 -0.036 3.559
H -2.806 -1.556 3.776
H 1.402 -1.052 2.955
H 1.508 0.375 1.891
H 0.351 0.354 3.228
H 1.231 -2.387 0.945
H -0.192 -2.275 -0.117
H 1.075 -1.039 -0.204
H -2.128 2.698 1.056
H -3.415 4.025 2.744
H -6.181 0.714 3.257
H -4.882 -0.616 1.577
H -1.130 -0.966 -1.542
H -2.982 -1.067 -1.597
H -2.930 1.382 -3.088
H -3.169 1.151 -1.279
H -1.577 1.635 -1.897
O 6.981 -0.504 -0.205
C 6.187 0.263 -0.536
Cr 4.962 1.474 -1.371
C 4.671 0.012 -2.556
O 4.745 -0.914 -3.256
C 6.475 1.813 -2.483
O 7.417 1.824 -3.146
C 4.940 3.283 -0.189
C 4.414 2.219 0.545
C 3.384 1.417 0.010
C 2.754 1.772 -1.206
C 1.581 0.989 -1.685
C 0.574 0.376 -2.000
C -0.434 -0.515 -2.631
C 0.079 -1.801 -3.165
C -0.793 -2.608 -3.902
C -0.428 -3.936 -4.168
C 0.821 -4.436 -3.773
C 1.694 -3.584 -3.103
C 1.347 -2.265 -2.835
C 3.406 2.746 -2.002
C 4.421 3.549 -1.455
H 5.743 3.897 0.223
H 4.830 1.952 1.505
H 3.050 0.515 0.530
H -1.034 0.018 -3.414
H -1.756 -2.234 -4.270
H -1.143 -4.604 -4.666
H 1.094 -5.478 -3.960
H 2.654 -3.935 -2.763
H 2.061 -1.580 -2.371
H 3.066 2.894 -3.035
H 4.852 4.336 -2.070
*
```

Its orbital gap (spin up / spin down) is 4.69 / 2.56 eV. The total energy comes out at -3020.58251 a.u.

Want to see where the charge sits? The Mulliken charges in e are: number 1, C, carries -1.58; number 2, C, carries 0.93; number 3, C, carries -1.77; number 4, C, carries 2.19; number 5, C, carries -1.40; number 6, C, carries -1.74; number 7, O, carries -0.66; number 8, B, carries 1.28; number 9, C, carries 0.13; number 10, C, carries -0.26; number 11, C, carries -0.78; number 12, C, carries 0.15; number 13, C, carries 0.82; number 14, F, carries -0.25; number 15, F, carries -0.24; number 16, F, carries -0.25; number 17, C, carries -0.68; number 18, C, carries -0.90; number 19, C, carries -1.40; number 20, C, carries -0.78; number 21, O, carries -0.61; number 22, H, carries 0.33; number 23, H, carries 0.47; number 24, H, carries 0.31; number 25, H, carries 0.42; number 26, H, carries 0.24; number 27, H, carries 0.49; number 28, H, carries 0.38; number 29, H, carries 0.17; number 30, H, carries 0.46; number 31, H, carries 0.61; number 32, H, carries 0.69; number 33, H, carries -0.24; number 34, H, carries 0.35; number 35, H, carries 0.41; number 36, H, carries 0.46; number 37, H, carries 0.48; number 38, H, carries 1.00; number 39, H, carries 0.49; number 40, H, carries 0.40; number 41, H, carries 0.16; number 42, H, carries 0.33; number 43, O, carries -0.09; number 44, C, carries 0.42; number 45, Cr, carries -0.38; number 46, C, carries 0.56; number 47, O, carries -0.16; number 48, C, carries 0.51; number 49, O, carries -0.09; number 50, C, carries -0.61; number 51, C, carries -0.80; number 52, C, carries -0.23; number 53, C, carries 0.98; number 54, C, carries -0.41; number 55, C, carries -0.92; number 56, C, carries 1.14; number 57, C, carries 0.00; number 58, C, carries -0.52; number 59, C, carries -0.71; number 60, C, carries -0.63; number 61, C, carries -0.72; number 62, C, carries 0.48; number 63, C, carries -0.67; number 64, C, carries -0.60; number 65, H, carries 0.55; number 66, H, carries 0.70; number 67, H, carries 0.75; number 68, H, carries 0.76; number 69, H, carries 0.50; number 70, H, carries 0.42; number 71, H, carries 0.43; number 72, H, carries 0.48; number 73, H, carries -0.04; number 74, H, carries 0.66; number 75, H, carries 0.64